CHBrNO2 | ωB97M-V/def2-TZVPD

Atoms and positions in Å:
O -0.716 0.161 1.740
N -0.745 -1.046 1.224
H -0.106 0.021 -0.348
Br -0.260 -2.128 -1.684
C 0.138 -0.868 0.220
O -1.182 -2.047 1.727

The spin multiplicity is 3. For the strongest force on any atom, the calculation gives 3.90 eV/A. Its HOMO energy (alpha / beta) is -2.0 / -5.1 eV. As for the total charge: -1. The energy above the lowest of the compared OMol25 structures with the same formula, charge and spin is 198.8 kJ/mol. As for the orbital gap (alpha / beta): 6.1 / 7.5 eV.

---

C5H4F2 | ωB97M-V/def2-TZVPD

Atoms and positions in Å:
C -0.354 -1.116 -0.009
C -0.057 0.058 -0.842
H -1.309 -1.423 0.078
F 2.564 -1.498 -0.019
C -1.086 0.916 -0.050
C 1.056 0.593 -0.033
F 1.903 1.533 -0.021
H -0.950 1.940 -0.036
H 0.466 -1.765 0.267
H -2.173 0.617 -0.120
C -0.059 0.146 0.785

The spin multiplicity is 1. For the strongest force on any atom, the calculation gives 4.83 eV/A. Its HOMO energy (alpha / beta) is -10.2 / -9.9 eV. The energy above the lowest of the compared OMol25 structures with the same formula, charge and spin is 708.6 kJ/mol. As for the orbital gap (alpha / beta): 8.3 / 7.9 eV.

---

C28H35BCl39N4O5 | ωB97M-V/def2-TZVPD

Atoms and positions in Å:
Cl -2.529 10.714 -0.856
Cl -1.615 5.079 -0.207
C -4.658 0.926 -0.264
H -1.271 0.556 4.913
H -6.709 5.497 -1.050
H 2.891 -3.812 1.417
H -7.478 4.128 -2.114
C -6.124 -2.920 0.267
H 2.321 4.773 3.663
H -0.583 -1.853 -3.805
Cl 1.411 -3.844 -10.421
C -7.196 4.410 -0.996
Cl 6.934 4.889 4.248
H -0.376 9.864 -1.301
Cl 0.025 12.104 -0.689
H -2.504 -6.056 -8.289
H -3.588 2.139 3.750
O -0.271 4.907 3.367
C 1.405 -6.059 -3.600
C 3.065 -4.794 1.863
H -5.889 -3.788 0.889
Cl -3.660 -4.881 -6.605
C -3.156 -0.425 2.586
C 7.454 0.400 4.395
H 2.316 -5.665 -4.058
Cl -3.942 -4.628 -9.493
Cl 3.045 -11.357 -2.642
Cl 9.400 6.207 5.064
Cl 11.460 -3.059 4.290
H -1.560 0.086 -0.717
C -5.892 1.818 -0.932
H 2.849 -5.272 -9.217
H -0.979 -1.102 0.699
H -4.126 0.142 2.968
H -6.614 1.349 -1.749
H 0.080 6.442 0.701
N -0.315 3.639 3.812
C -1.884 -0.467 0.264
H -4.556 -0.180 -0.636
Cl 2.568 -11.940 -5.456
H 1.338 -10.519 -4.034
H -3.289 3.843 4.502
C -0.746 1.542 4.566
C -6.054 3.394 -0.396
C -2.881 3.078 3.691
Cl -5.495 -7.761 -4.642
Cl 1.156 -7.713 -4.185
H -0.055 5.256 6.292
O -0.815 7.261 4.120
C -1.523 -2.249 -3.409
Cl 3.356 -4.576 3.597
Cl -1.410 -3.970 -8.213
C 3.605 3.118 4.339
C 0.009 5.787 -0.171
C 4.205 2.633 2.855
Cl 1.693 -4.097 -7.532
C -6.716 -7.616 -5.918
H 12.162 -2.678 2.073
H 6.797 -0.215 3.775
Cl 11.002 -4.726 1.946
C -2.436 0.560 1.450
C 8.173 6.071 3.793
Cl 1.237 4.519 -0.019
Cl -2.278 -3.250 -4.661
Cl 0.295 6.760 -1.624
H -3.406 -1.504 2.148
Cl -6.100 -6.640 -7.262
O -2.915 3.767 2.391
C 11.251 -3.072 2.531
Cl -0.513 9.832 1.051
H -1.511 1.153 1.890
Cl 8.922 5.624 2.250
Cl -1.159 -3.219 -1.972
C -5.006 3.980 0.754
C 1.819 -11.493 -3.914
Cl 0.580 -12.675 -3.458
Cl 6.521 0.995 5.779
Cl 1.626 -5.793 1.595
H 7.692 7.045 3.672
C -2.835 -5.022 -8.166
O 3.389 2.055 1.948
C -3.777 3.083 1.415
N 2.250 3.775 4.006
C -0.793 10.539 -0.549
Cl 1.614 -6.046 -1.841
H -2.488 -0.609 3.530
Cl 3.943 -3.186 -9.141
N 0.787 1.694 4.664
H 3.508 2.233 5.098
O -0.945 5.252 5.826
Cl -2.570 -0.883 -2.989
N -1.421 2.778 3.999
Cl 8.044 1.752 3.414
Cl 0.049 -5.021 -4.073
C -3.623 1.539 0.884
H -0.209 7.768 4.740
Cl 9.895 -2.034 2.058
H -8.156 4.516 -0.327
H -2.757 -1.224 0.027
B -0.674 5.837 4.480
Cl 8.806 -0.607 4.943
Cl -7.730 -3.161 -0.442
Cl -7.212 -9.219 -6.490
Cl 4.480 -5.520 1.081
Cl -4.895 -2.796 -1.003
H -7.593 -7.113 -5.501
H 5.320 2.814 2.521
Cl -6.107 -1.476 1.293
H 4.398 3.922 4.726
C 2.518 -4.237 -9.094
C 1.066 3.091 4.155
H -5.164 5.087 1.101

The spin multiplicity is 1. For the strongest force on any atom, the calculation gives 8.56 eV/A. Its HOMO energy is -10.2 eV. As for the total charge: +1. The energy above the lowest of the compared OMol25 structures with the same formula, charge and spin is 859.1 kJ/mol. As for the orbital gap: 6.7 eV.

---

CH3N2O2P | ωB97M-V/def2-TZVPD

Atoms and positions in Å:
H 1.024 1.051 1.498
C -1.640 0.118 -0.276
O 1.533 0.669 -0.973
P 1.336 0.218 0.401
H -2.934 0.617 -1.874
O -0.910 -0.237 0.549
H 2.282 -1.901 0.665
N 1.837 -1.114 0.963
N -2.528 0.578 -0.953

The spin multiplicity is 1. For the strongest force on any atom, the calculation gives 4.70 eV/A. Its HOMO energy is -9.9 eV. The energy above the lowest of the compared OMol25 structures with the same formula, charge and spin is 187.3 kJ/mol. As for the orbital gap: 10.4 eV.

---

C11H10NO2S | ωB97M-V/def2-TZVPD

Atoms and positions in Å:
C -4.104 -0.640 0.671
H -3.969 1.322 0.066
C 0.068 -1.067 -0.356
O 2.009 -2.062 -0.926
C -1.367 -0.912 -0.018
H 4.196 -0.323 -0.407
H -4.006 -2.666 1.297
C 3.276 -0.002 0.088
S 3.242 -0.885 1.590
C 3.158 1.518 0.064
H 2.393 -0.355 -1.955
H -5.142 -0.646 1.030
H -1.314 -2.656 1.031
H 3.751 1.782 1.002
C 0.797 -2.360 -0.469
C -2.066 0.251 -0.364
O 0.389 -3.476 -0.228
C 2.174 -0.680 -0.953
H 2.096 1.940 0.124
H -1.610 1.050 -0.997
C -3.419 -1.818 0.906
H 3.929 1.981 -0.699
N 0.900 -0.059 -0.631
C -2.066 -1.920 0.637
C -3.472 0.334 -0.030

Its structure (SMILES) is C[C@@H]([S-])[C@@H]1N=C(c2ccccc2)C(=O)O1. The spin multiplicity is 1. For the strongest force on any atom, the calculation gives 3.86 eV/A. Its HOMO energy is -2.9 eV. As for the total charge: -1. The energy above the lowest of the compared OMol25 structures with the same formula, charge and spin is 20.9 kJ/mol. As for the orbital gap: 5.8 eV.

---

CH2Cl2OSi | ωB97M-V/def2-TZVPD

Atoms and positions in Å:
O -1.273 0.403 -2.061
H -1.458 0.925 -0.124
Cl 1.685 -0.498 -2.725
Cl 2.064 1.690 -0.506
Si 1.159 0.034 -0.891
C -0.798 0.683 -1.013
H 1.639 -1.150 -0.144

Its structure (SMILES) is O=C[SiH](Cl)Cl. The spin multiplicity is 1. For the strongest force on any atom, the calculation gives 3.40 eV/A. Its HOMO energy is -9.4 eV. The energy above the lowest of the compared OMol25 structures with the same formula, charge and spin is 8.7 kJ/mol. As for the orbital gap: 9.5 eV.

---

C6H12O2 | ωB97M-V/def2-TZVPD

Atoms and positions in Å:
H 2.873 -0.661 -0.904
H -4.400 0.986 -0.071
H 0.300 -1.973 0.489
O -0.611 -2.254 0.651
H -1.427 0.509 1.214
O -3.605 0.603 0.311
C -1.310 0.782 0.169
H -0.387 0.936 -1.672
H 1.565 -1.162 1.394
C 1.102 0.296 -0.262
H 3.000 1.073 -0.707
H 0.551 0.162 1.878
H -0.591 -3.210 0.612
H 2.244 0.520 -2.144
H 2.273 0.356 1.508
C -0.130 0.703 -0.649
C -2.503 0.872 -0.449
C 2.341 0.269 -1.089
C 1.338 -0.086 1.171
H -2.624 1.277 -1.451

Its structure (SMILES) is CC(C)=C/C=C/O.O. The spin multiplicity is 1. For the strongest force on any atom, the calculation gives 1.76 eV/A. Its HOMO energy is -7.5 eV. The energy above the lowest of the compared OMol25 structures with the same formula, charge and spin is 224.7 kJ/mol. As for the orbital gap: 8.4 eV.

---

C2H5O3 | ωB97M-V/def2-TZVPD

Atoms and positions in Å:
O -1.060 -1.033 -0.117
H 0.968 1.303 -0.217
O -2.074 -0.869 -2.126
H -0.541 -2.097 -1.726
C 0.939 1.206 0.872
O 0.958 -0.125 1.306
H 0.041 1.751 1.209
C -1.237 -1.313 -1.329
H 0.211 -0.569 0.840
H 1.795 1.745 1.287

The spin multiplicity is 1. For the strongest force on any atom, the calculation gives 0.46 eV/A. Its HOMO energy is -4.4 eV. As for the total charge: -1. The energy above the lowest of the compared OMol25 structures with the same formula, charge and spin is 74.2 kJ/mol. As for the orbital gap: 8.6 eV.